74
Properties=species:S:1:pos:R:3:forces:R:3:lowdin_charge:R:1 method="wB97M-V/def2-TZVPD" energy_ev=-93984.0605 e_above_lowest_kj_mol=35.8 homo_ev="-6.743 / -6.728"
Fe -0.176 0.193 -0.039 -0.5 0.5 0.0 0.558
C 1.604 5.218 1.365 0.0 0.0 0.0 -0.110
C 1.799 4.297 2.386 0.0 0.0 0.0 -0.097
C 1.795 2.938 2.114 0.0 0.0 0.0 -0.045
C 1.606 2.470 0.810 0.0 0.2 0.0 -0.271
C 1.408 3.401 -0.211 0.0 -0.1 0.0 -0.016
C 1.409 4.758 0.069 0.0 0.0 0.0 -0.086
N 1.491 1.098 0.545 0.4 -0.3 -0.1 0.034
C 2.328 0.220 1.095 -0.2 -0.2 0.0 -0.211
C 3.647 0.468 1.579 0.1 0.0 0.1 -0.016
C 4.411 -0.562 2.044 0.0 0.2 0.0 -0.076
C 3.940 -1.900 2.096 -0.1 -0.1 0.0 -0.097
C 2.673 -2.180 1.681 0.0 0.0 0.0 -0.018
C 1.858 -1.132 1.203 0.1 0.0 0.0 -0.189
N 0.554 -1.262 0.852 -0.1 -0.1 0.0 -0.067
N -0.079 -2.373 0.956 0.2 -0.2 0.1 0.116
C -1.398 -2.208 0.574 -0.3 0.2 -0.1 -0.295
C -2.302 -3.265 0.696 0.1 0.0 0.0 -0.002
C -3.626 -3.041 0.388 -0.1 0.0 0.0 -0.060
C -4.036 -1.776 -0.026 0.0 -0.1 0.0 -0.056
C -3.082 -0.788 -0.148 0.1 0.0 0.0 -0.101
N -1.794 -0.999 0.125 0.0 -0.1 -0.1 0.065
H 1.608 6.279 1.577 0.0 0.0 0.0 0.094
H 1.949 4.636 3.404 0.0 0.0 0.0 0.097
H 1.917 2.225 2.922 0.0 0.0 0.0 0.113
H 1.236 3.040 -1.215 0.0 0.0 0.0 0.104
H 1.257 5.465 -0.737 0.0 0.0 0.0 0.102
H 4.048 1.472 1.530 0.0 0.0 0.0 0.113
H 5.422 -0.354 2.372 0.0 0.0 0.0 0.104
H 4.592 -2.683 2.458 0.0 0.0 0.0 0.096
H 2.265 -3.181 1.704 0.0 0.0 0.0 0.106
H -1.942 -4.224 1.039 0.0 0.0 0.0 0.112
H -4.346 -3.845 0.478 0.0 0.0 0.0 0.108
H -5.068 -1.563 -0.267 0.0 0.0 0.0 0.104
H -3.336 0.208 -0.486 0.0 0.0 0.0 0.118
C -6.146 -1.054 -4.113 0.0 0.0 0.0 -0.050
C -4.728 -0.682 -3.777 0.0 0.0 0.0 -0.276
C -3.715 -1.638 -3.792 0.0 0.0 0.0 -0.036
C -2.412 -1.304 -3.457 0.0 0.0 0.0 -0.046
C -2.114 0.002 -3.102 0.1 -0.1 0.0 -0.285
C -3.103 0.972 -3.089 -0.1 0.1 0.0 -0.064
C -4.403 0.626 -3.425 0.1 0.0 0.0 -0.039
S -0.452 0.434 -2.662 0.1 0.2 0.3 0.531
O 0.242 0.780 -3.865 0.0 0.1 0.0 -0.261
O 0.095 -0.735 -1.922 0.2 0.3 0.0 -0.329
O -0.596 1.521 -1.649 -0.2 -0.4 -0.3 -0.360
H -6.187 -1.988 -4.673 0.0 0.0 0.0 0.076
H -6.626 -0.277 -4.709 0.0 0.0 0.0 0.079
H -6.741 -1.185 -3.206 0.0 0.0 0.0 0.079
H -3.951 -2.659 -4.067 0.0 0.0 0.0 0.114
H -1.631 -2.054 -3.449 0.0 0.0 0.0 0.122
H -2.855 1.987 -2.800 0.0 0.0 0.0 0.117
H -5.177 1.385 -3.417 0.0 0.0 0.0 0.114
C -0.889 0.247 3.613 0.0 0.0 0.0 -0.013
N -1.648 1.463 3.399 0.0 0.0 0.0 -0.066
C -2.341 2.017 4.549 0.0 0.0 0.0 -0.156
C -2.463 3.519 4.408 0.0 0.0 0.0 -0.150
C -3.137 3.831 3.088 0.0 0.0 0.0 -0.160
N -2.452 3.157 2.000 0.0 0.0 0.0 -0.068
C -2.574 3.750 0.679 0.0 0.0 0.0 -0.014
C -1.723 2.019 2.160 0.1 0.1 0.0 -0.426
O -1.144 1.536 1.180 -0.1 -0.2 0.0 -0.024
H -0.135 0.407 4.387 0.0 0.0 0.0 0.096
H -0.389 -0.036 2.694 0.0 0.0 0.0 0.061
H -1.544 -0.569 3.929 0.0 0.0 0.0 0.099
H -1.764 1.760 5.439 0.0 0.0 0.0 0.123
H -3.331 1.558 4.661 0.0 0.0 0.0 0.130
H -1.468 3.968 4.424 0.0 0.0 0.0 0.123
H -3.040 3.934 5.234 0.0 0.0 0.0 0.119
H -3.108 4.903 2.888 0.0 0.0 0.0 0.124
H -4.193 3.534 3.117 0.0 0.0 0.0 0.128
H -2.155 4.758 0.681 0.0 0.0 0.0 0.093
H -3.626 3.807 0.387 0.0 0.0 0.0 0.092
H -2.027 3.147 -0.041 0.0 0.0 0.0 0.076

---

72
Properties=species:S:1:pos:R:3:forces:R:3:lowdin_charge:R:1 method="wB97M-V/def2-TZVPD" energy_ev=-67144.4252 e_above_lowest_kj_mol=215.6 total_charge=+4 homo_ev="-17.739 / -17.688"
P 3.527 -0.767 -0.105 2.9 0.2 -0.7 0.976
C 4.680 -1.104 1.276 -1.2 0.1 0.7 -0.218
H 5.710 -1.151 0.896 -0.3 0.0 -0.1 0.090
H 4.364 -2.038 1.760 0.4 0.1 -0.2 0.060
H 4.558 -0.304 2.015 0.2 -0.1 -0.2 0.056
C 3.923 -2.070 -1.327 -1.4 -0.5 -0.1 -0.241
H 3.639 -1.741 -2.337 0.2 0.0 0.3 0.030
H 3.317 -2.956 -1.099 0.4 -0.1 -0.1 0.058
H 4.990 -2.318 -1.311 -0.1 0.1 0.2 0.088
C 4.318 0.653 -0.970 -1.2 0.8 0.3 -0.231
H 5.402 0.484 -1.061 -0.3 -0.1 0.1 0.089
H 4.104 1.576 -0.406 0.4 -0.2 -0.2 0.060
H 3.872 0.776 -1.973 0.3 -0.1 0.3 0.032
P -1.193 3.777 -0.551 -1.1 3.5 -1.0 0.989
C -1.366 4.929 0.864 0.6 -1.4 0.7 -0.185
H -1.955 5.822 0.595 0.2 -0.4 -0.2 0.096
H -0.354 5.169 1.224 -0.4 0.1 -0.1 0.072
H -1.852 4.344 1.661 -0.1 0.5 -0.1 0.067
C -0.081 4.652 -1.727 1.0 -1.3 0.2 -0.216
H -0.034 4.069 -2.666 -0.1 0.5 0.3 0.032
H 0.932 4.666 -1.289 -0.4 0.3 -0.3 0.064
H -0.440 5.675 -1.929 -0.1 -0.3 0.2 0.095
C -2.786 3.919 -1.461 -0.1 -1.7 0.2 -0.214
H -3.020 4.972 -1.687 0.2 -0.3 0.2 0.093
H -3.570 3.437 -0.853 0.1 0.4 -0.3 0.066
H -2.702 3.335 -2.396 -0.1 0.4 0.3 0.040
P -2.860 -2.070 0.101 0.0 -0.6 0.5 0.795
C -3.800 -2.789 1.505 0.0 0.2 0.2 -0.250
H -4.724 -3.270 1.127 0.5 0.2 0.4 0.065
H -4.012 -1.956 2.203 -0.2 -0.6 -0.4 0.020
H -3.167 -3.514 2.057 -0.4 0.3 -0.4 0.058
C -4.058 -1.992 -1.260 -0.2 0.6 -0.2 -0.271
H -4.798 -2.795 -1.199 0.1 0.1 -0.1 0.067
H -3.529 -2.059 -2.219 -0.1 -0.1 0.1 0.022
H -4.552 -1.016 -1.234 -0.3 -0.2 -0.1 0.044
C -1.862 -3.475 -0.495 0.5 -0.2 0.1 -0.286
H -2.478 -4.369 -0.654 0.2 0.1 0.0 0.071
H -1.063 -3.690 0.228 -0.2 -0.1 -0.2 0.044
H -1.387 -3.205 -1.452 -0.1 -0.1 0.1 0.006
Pb 0.115 0.036 -2.364 -0.3 0.3 5.7 1.480
C 0.854 1.486 1.366 2.0 2.7 -1.0 -0.050
O 1.356 2.539 1.250 -1.6 -2.4 0.2 0.011
C -1.961 0.483 0.230 -0.1 3.3 1.7 -0.206
O -2.239 1.254 1.068 0.4 -3.0 -2.5 -0.068
C -1.410 -0.041 -4.339 -0.4 -0.2 -1.0 -0.100
C -0.748 -1.281 -4.247 0.3 -0.5 -1.3 -0.123
C 0.671 -1.336 -4.340 0.0 0.0 -0.7 -0.103
C 1.417 -0.124 -4.422 0.5 -0.2 -0.9 -0.140
C 0.736 1.127 -4.502 0.3 0.2 -0.5 -0.105
C -0.681 1.161 -4.407 0.1 0.5 -1.3 -0.134
H -2.485 -0.031 -4.487 -0.1 0.1 0.5 0.163
H -1.330 -2.202 -4.202 0.1 0.1 0.0 0.156
H 1.173 -2.312 -4.342 -0.1 0.4 0.1 0.164
H 2.526 -0.159 -4.366 -0.8 0.1 -0.4 0.155
H 1.294 2.076 -4.614 -0.3 -0.7 0.1 0.166
H -1.217 2.120 -4.464 0.3 -0.5 -0.1 0.153
C 2.844 -1.062 4.586 0.5 -0.2 0.2 0.016
N 1.407 -1.093 4.303 0.0 0.0 -0.5 -0.037
C 0.601 -2.112 4.748 -0.8 0.8 0.0 0.026
C -0.757 -2.024 4.518 0.8 0.2 0.2 0.031
C -1.190 -0.864 3.808 -1.4 -0.2 -0.3 -0.330
N -0.370 -0.093 3.095 0.5 0.1 1.0 0.165
C 0.943 -0.154 3.400 0.2 0.1 0.0 -0.443
O 1.817 0.648 2.912 -1.1 -1.0 0.0 -0.051
N -2.554 -0.546 3.745 1.5 0.3 0.5 0.148
H 3.207 -0.048 4.833 -0.5 -0.5 -0.2 0.122
H 3.395 -1.423 3.699 -0.2 0.1 0.6 0.072
H 3.013 -1.709 5.451 0.2 0.1 -0.3 0.110
H 1.124 -2.876 5.329 -0.5 0.1 -0.2 0.154
H -1.505 -2.723 4.889 0.5 0.0 0.1 0.130
H -3.086 -0.738 4.608 0.4 0.0 -0.8 0.140
H -2.651 0.418 3.408 -0.3 -0.6 0.3 0.098

---

15
Properties=species:S:1:pos:R:3:forces:R:3:lowdin_charge:R:1 method="wB97M-V/def2-TZVPD" energy_ev=-10417.7659 e_above_lowest_kj_mol=312.4 smiles="O=CCC(=O)CO.[H][H]" homo_ev=-10.350
O -0.832 1.768 -0.074 0.7 -0.4 -0.4 0.008
C -0.969 0.745 -0.705 0.8 0.5 0.1 -0.385
C -0.768 -0.631 -0.086 0.1 0.0 0.1 -0.079
C 0.740 -0.687 -0.158 0.3 -0.1 -0.2 -0.386
O 1.315 -1.040 -1.168 -0.1 0.0 0.5 0.105
C 1.493 -0.110 1.016 -0.2 -0.1 0.0 -0.200
O 2.866 -0.137 0.786 0.1 0.0 -0.1 -0.034
H -1.122 0.727 -1.801 0.1 0.1 0.2 0.135
H -1.202 -1.444 -0.678 0.1 0.3 0.0 0.132
H -1.134 -0.652 0.945 0.1 0.1 -0.2 0.133
H 1.109 0.915 1.171 0.1 -0.2 0.0 0.133
H 1.217 -0.686 1.913 0.1 0.0 -0.1 0.139
H 2.972 -0.464 -0.124 0.1 0.0 0.1 0.085
H -2.726 1.162 -0.356 -1.3 -0.4 -0.1 0.107
H -2.959 0.534 -0.682 -0.9 0.1 0.1 0.106

---

15
Properties=species:S:1:pos:R:3:forces:R:3:lowdin_charge:R:1 method="wB97M-V/def2-TZVPD" energy_ev=-19665.6670 e_above_lowest_kj_mol=572.7 homo_ev=-8.485
C -0.273 -0.144 0.490 -1.6 2.9 -1.2 -0.486
C -0.059 1.126 1.240 -3.1 2.4 1.2 -0.156
C 0.745 2.293 0.424 -1.9 -2.8 -1.8 -0.147
C 1.880 1.422 -0.251 1.2 4.7 -0.3 -0.144
C 2.000 0.089 -0.255 0.2 0.1 -4.3 -0.119
H -0.475 -2.621 -0.605 -2.2 2.1 -0.2 -0.049
H 0.425 1.133 2.200 0.6 -1.0 0.3 0.096
H -1.207 1.239 1.590 2.5 1.1 -1.0 0.148
H 1.103 3.168 1.006 -0.2 -0.9 -0.2 0.098
H 0.028 2.662 -0.450 1.6 -0.6 1.7 0.142
H 2.675 2.308 -0.796 -2.0 -3.7 1.4 0.178
H 2.721 -0.279 -1.357 -2.3 0.3 4.2 0.218
N -1.544 -0.255 0.020 5.6 -2.8 1.2 -0.295
O 0.918 -0.776 0.196 0.3 -0.5 -1.0 -0.104
S -1.723 -1.770 -0.824 1.2 -1.4 -0.1 0.618

---

66
Properties=species:S:1:pos:R:3:forces:R:3:lowdin_charge:R:1 method="wB97M-V/def2-TZVPD" energy_ev=-256212.3315 total_charge=+1 homo_ev="-10.148 / -10.064"
Mo -0.757 -0.178 -0.057 0.0 0.0 0.5 1.489
O -2.029 -1.510 0.211 0.0 0.1 -0.1 -0.320
C -2.098 -2.687 0.878 0.1 0.0 0.1 -0.308
C -2.995 -3.648 0.442 0.0 0.0 0.0 -0.003
C -3.074 -4.857 1.113 0.0 0.0 0.1 -0.045
C -2.271 -5.109 2.223 0.0 0.0 0.0 -0.060
C -1.387 -4.140 2.657 0.0 0.0 0.0 -0.018
C -1.276 -2.917 1.989 0.0 0.1 0.0 -0.152
C -0.357 -1.917 2.501 0.0 0.0 0.0 -0.060
N -0.101 -0.807 1.912 -0.1 0.1 -0.3 -0.154
N 0.741 0.068 2.582 0.0 0.1 0.0 0.112
C 0.958 1.113 1.850 0.0 -0.1 0.1 -0.445
O 0.417 1.228 0.648 -0.2 0.0 -0.2 -0.275
C 1.785 2.223 2.342 0.0 0.1 -0.1 -0.191
C 1.855 3.402 1.606 0.0 0.0 0.0 -0.051
C 2.638 4.453 2.056 0.0 0.0 0.0 -0.065
C 3.352 4.327 3.239 0.0 0.0 0.0 -0.067
C 3.280 3.151 3.976 0.0 0.0 0.0 -0.063
C 2.499 2.099 3.534 0.0 0.0 0.0 -0.025
H -3.614 -3.435 -0.419 0.0 0.0 0.0 0.122
H -3.769 -5.611 0.768 0.0 0.0 0.0 0.116
H -2.340 -6.054 2.741 0.0 0.0 0.0 0.112
H -0.761 -4.318 3.523 0.0 0.0 0.0 0.121
H 0.131 -2.094 3.455 0.0 0.0 0.0 0.145
H 1.301 3.485 0.682 0.0 0.0 0.0 0.082
H 2.693 5.370 1.484 0.0 0.0 0.0 0.109
H 3.964 5.147 3.589 0.0 0.0 0.0 0.109
H 3.839 3.054 4.897 0.0 0.0 0.0 0.109
H 2.440 1.176 4.093 0.0 0.0 0.0 0.113
Br 2.680 2.572 -1.897 0.1 0.0 0.0 0.648
C 4.324 1.758 -1.281 0.0 0.0 0.1 -1.010
Br 4.060 0.494 0.144 0.0 0.0 -0.1 0.664
H 4.964 2.550 -0.917 0.0 0.0 0.0 0.003
H 4.765 1.240 -2.122 0.0 0.0 0.0 -0.010
C 0.413 0.404 -3.638 0.0 0.0 0.0 -0.118
C -0.841 1.000 -3.109 0.0 0.0 0.0 -0.605
N -1.290 0.973 -1.864 0.0 0.1 -0.2 -0.046
C -2.464 1.719 -1.744 0.0 0.0 0.0 -0.304
C -2.915 2.250 -2.902 0.0 0.0 0.0 -0.303
S -1.844 1.869 -4.171 0.0 0.0 0.0 1.168
C -3.037 1.884 -0.412 0.0 0.1 0.0 -0.315
C -4.078 2.664 -0.030 0.0 0.0 0.0 -0.306
S -4.303 2.531 1.656 0.0 0.0 0.0 1.153
C -2.995 1.442 1.771 0.0 0.0 0.1 -0.591
N -2.427 1.199 0.615 0.0 0.0 0.1 -0.040
C -2.589 0.850 3.075 0.1 0.0 0.0 -0.047
H 1.058 0.098 -2.823 0.0 0.0 0.1 0.008
H 0.943 1.143 -4.238 0.0 0.0 0.0 0.084
H 0.186 -0.453 -4.274 0.0 0.0 0.0 0.081
H -3.795 2.849 -3.061 0.0 0.0 0.0 0.092
H -4.704 3.295 -0.637 0.0 0.0 0.0 0.089
H -3.313 1.093 3.850 0.0 0.0 0.0 0.084
H -1.612 1.231 3.378 0.0 0.0 0.0 0.088
H -2.520 -0.233 2.989 0.0 0.0 0.0 0.077
C 3.528 -1.361 -3.211 0.0 -0.1 0.0 -0.394
S 3.048 -3.075 -2.877 0.0 0.0 0.0 0.844
C 1.306 -2.959 -3.106 0.0 0.0 0.0 -1.009
C 0.427 -2.421 -2.240 0.2 0.0 -0.1 -1.050
S 0.892 -1.666 -0.728 0.0 -0.2 0.1 0.636
S -1.251 -2.496 -2.716 0.0 0.1 0.0 0.891
C -1.018 -3.213 -4.292 0.0 -0.2 0.1 -1.490
S -2.254 -3.544 -5.297 0.0 0.1 -0.1 0.595
S 0.647 -3.593 -4.592 0.0 0.0 0.0 0.939
H 4.617 -1.346 -3.178 0.0 0.0 0.0 0.043
H 3.134 -0.705 -2.435 0.0 0.0 0.0 -0.034
H 3.194 -1.054 -4.200 0.0 0.0 0.0 0.049